Entry 1:
76
Properties=species:S:1:pos:R:3 method="wB97M-V/def2-TZVPD" s2=0.7591 charge=0 e_tot_ev=-79214.4346 gap_ev="7.58 / 7.47" homo_energy_ev="-8.3 / -8.2" multiplicity=2 relative_energy_kj_mol=66.8
Ru 1.604 -0.770 -0.480
O 3.094 -0.366 -2.075
C 4.137 -1.019 -2.137
C 4.338 -2.355 -1.644
C 5.609 -2.918 -1.801
C 5.826 -4.222 -1.437
C 4.789 -5.013 -0.926
C 3.537 -4.483 -0.775
C 3.264 -3.133 -1.114
O 2.062 -2.695 -0.945
N 7.153 -4.803 -1.599
O 7.282 -5.989 -1.357
O 8.046 -4.076 -1.995
H 4.985 -0.569 -2.672
H 6.421 -2.332 -2.211
H 4.997 -6.038 -0.657
H 2.726 -5.078 -0.382
C -1.682 3.296 -1.470
C -1.790 2.318 -2.633
N -2.145 0.969 -2.196
C -3.559 0.582 -2.189
C -4.161 0.536 -0.797
C -1.221 0.093 -1.800
S 0.442 0.553 -1.919
N -1.666 -1.118 -1.436
C -1.084 -1.890 -0.546
O -0.098 -1.591 0.207
C -1.666 -3.240 -0.333
C -2.970 -3.526 -0.727
C -3.496 -4.788 -0.511
C -2.718 -5.771 0.087
C -1.416 -5.489 0.474
C -0.890 -4.224 0.272
H -1.353 4.272 -1.830
H -0.962 2.937 -0.734
H -2.643 3.426 -0.971
H -0.856 2.272 -3.191
H -2.561 2.634 -3.336
H -3.652 -0.386 -2.682
H -4.084 1.320 -2.796
H -3.670 -0.216 -0.183
H -5.222 0.290 -0.860
H -4.062 1.502 -0.307
H -3.560 -2.753 -1.199
H -4.513 -5.007 -0.809
H -3.129 -6.758 0.251
H -0.811 -6.258 0.936
H 0.120 -3.979 0.567
C -5.027 2.726 2.476
C -3.566 3.080 2.499
C -3.177 4.407 2.642
C -1.838 4.752 2.716
C -0.878 3.757 2.640
C -1.234 2.427 2.463
C -2.578 2.099 2.393
S 0.810 4.179 2.938
O 0.859 5.600 3.156
O 1.339 3.291 3.932
N 1.584 3.792 1.528
C 2.985 3.398 1.647
C 3.419 2.325 0.657
C 2.744 0.983 0.741
O 3.419 -0.073 0.566
O 1.475 0.904 0.806
H -5.575 3.298 3.224
H -5.182 1.666 2.675
H -5.474 2.953 1.505
H -3.933 5.178 2.727
H -1.531 5.777 2.868
H -0.466 1.666 2.397
H -2.865 1.060 2.284
H 1.392 4.482 0.811
H 3.124 3.042 2.667
H 3.640 4.264 1.509
H 4.493 2.170 0.772
H 3.249 2.654 -0.374

=====

Entry 2:
10
Properties=species:S:1:pos:R:3 method="wB97M-V/def2-TZVPD" charge=0 e_tot_ev=-30611.4405 smiles="O=C(S)C(=O)CCl" gap_ev=9.13 homo_energy_ev=-10.0 relative_energy_kj_mol=22.8
C -0.603 0.696 -0.493
C 0.452 0.158 0.451
C 0.367 -1.361 0.704
H -1.338 2.467 -1.627
H -0.508 -1.722 0.085
H 0.245 -1.551 1.801
O -1.465 -0.012 -0.960
O 1.215 0.978 0.849
S -0.268 2.353 -0.975
Cl 1.902 -2.007 0.166